This record from the Open Molecules 2025 dataset describes a structure of composition C21H39Cl3DyN7O3Si in a non-equilibrium geometry. The level of theory is ωB97M-V/def2-TZVPD.

Structure (XYZ):
```
75
C21H39Cl3DyN7O3Si | the Open Molecules 2025 dataset | ωB97M-V/def2-TZVPD
C 2.193 -1.784 -4.491
C 1.403 -0.741 -3.771
H 2.595 -1.382 -5.428
H 1.570 -2.648 -4.742
H 3.030 -2.144 -3.887
C 0.503 0.026 -4.411
C 0.136 -0.102 -5.845
H 0.010 0.847 -3.902
H -0.376 -1.057 -6.065
H 1.011 -0.006 -6.509
H -0.538 0.728 -6.104
Dy -1.304 -0.302 2.776
Cl 1.127 -0.997 3.378
Cl -2.069 -2.704 2.342
C -0.003 2.555 3.520
O -1.112 1.995 3.761
N 0.156 3.735 2.909
C -0.972 4.496 2.383
C 1.484 4.229 2.558
H 0.954 2.044 3.739
H -1.879 3.887 2.406
H -0.751 4.807 1.347
H -1.101 5.408 2.992
H 2.207 3.410 2.492
H 1.834 4.946 3.321
H 1.446 4.747 1.590
H -2.251 -1.536 -1.834
H -2.567 1.156 -2.921
C -3.229 -1.237 -1.425
C -3.455 1.108 -2.273
N -3.245 0.199 -1.145
H -3.430 -1.786 -0.499
C -3.070 0.674 0.095
O -2.976 -0.035 1.131
H -3.663 2.113 -1.889
H -2.995 1.777 0.147
H -3.991 -1.439 -2.186
H -4.299 0.757 -2.879
O 0.976 -1.685 -1.576
C 1.680 -0.647 -2.279
C 0.048 1.189 -1.700
C 1.360 0.722 -1.689
H -0.752 0.461 -1.902
C -0.222 2.548 -1.470
H 2.754 -0.817 -2.146
C 2.382 1.559 -1.232
H -1.235 2.914 -1.623
C 0.807 3.402 -1.055
C 2.103 2.893 -0.923
H 3.372 1.109 -1.116
H 0.584 4.450 -0.842
H 2.910 3.540 -0.576
Si 1.078 -3.223 -1.145
Cl -0.168 1.043 1.154
C -0.674 -3.916 -1.062
C 1.760 -3.345 0.610
C 2.143 -4.266 -2.286
H -1.413 -3.158 -0.763
H -0.733 -4.725 -0.312
H -0.955 -4.356 -2.033
H 1.770 -4.233 -3.315
H 2.139 -5.310 -1.941
H 3.181 -3.914 -2.290
H 1.384 -2.551 1.273
H 2.858 -3.303 0.607
H 1.476 -4.314 1.059
N 0.920 -0.043 7.503
N -0.226 -0.564 6.936
N -0.485 -1.900 6.940
C -1.292 -2.004 5.884
N -1.444 -0.838 5.215
N -0.737 0.086 5.895
H 0.816 0.960 7.622
H 1.194 -0.574 8.318
H -1.739 -2.936 5.583
```

Properties
Lowest unoccupied orbital energy (spin up / spin down) (eV): 0.400 / 0.401
Multiplicity: 6
Kohn-Sham gap (spin up / spin down) (Eh): 0.3207 / 0.3210
Expectation value of S²: 9.334
F_max (Eh/bohr): 0.0526
Energy relative to the best compared isomer or geometry (same formula, charge and spin) (kcal per mole): 0.0
HOMO level (spin up / spin down) (eV): -8.3 / -8.3
Total charge: 0

Atomic partial charges in e from the Mulliken method, atoms 1 to 4: C -1.87; C 0.74; H 0.45; H 0.22



This record from the Open Molecules 2025 dataset describes a cluster of 2 separate species, C2H10N2 in total. The level of theory is ωB97M-V/def2-TZVPD.

Structure (XYZ):
```
14
C2H10N2 | the Open Molecules 2025 dataset | ωB97M-V/def2-TZVPD
C -2.187 0.316 0.467
N -1.472 0.125 -0.782
H -2.110 1.338 0.868
H -3.246 0.089 0.326
H -1.799 -0.392 1.196
H -0.469 0.179 -0.649
H -1.767 0.758 -1.509
C 1.819 -0.793 0.616
N 1.752 0.301 -0.355
H 2.838 -1.013 0.965
H 1.255 -0.517 1.494
H 1.451 -1.705 0.145
H 2.163 0.020 -1.234
H 2.259 1.111 -0.024
```

Properties
Lowest unoccupied orbital energy (eV): 1.076
Kohn-Sham gap (Eh): 0.3534
F_max (Eh/bohr): 0.0163
Energy relative to the best compared isomer or geometry (same formula, charge and spin) (kcal per mole): 9.8
HOMO level (eV): -8.5
Total charge: 0

Atomic partial charges in e from the Mulliken method, atoms 1 to 4: C -0.70; N -0.54; H 0.23; H 0.31



This record from the Open Molecules 2025 dataset describes a structure of composition C5H5FLiO4V in a non-equilibrium geometry. The level of theory is ωB97M-V/def2-TZVPD.

Structure (XYZ):
```
17
C5H5FLiO4V | the Open Molecules 2025 dataset | ωB97M-V/def2-TZVPD
H 0.198 -1.723 -0.473
O 0.793 -0.521 1.091
O 2.924 -0.512 0.526
O 2.219 0.448 2.514
C 0.890 -0.890 -0.280
C 2.316 -1.113 -0.411
C 1.975 -0.260 1.615
H 2.873 -1.443 -1.292
C -1.241 1.459 -1.085
C -2.191 0.561 -0.745
O -2.263 0.057 0.477
V -3.366 -1.319 1.057
Li -1.044 1.043 1.604
F -0.669 2.128 -0.014
H -1.149 1.985 -2.031
H -2.783 0.114 -1.552
H 0.518 -0.015 -1.002
```

Properties
Lowest unoccupied orbital energy (spin up / spin down) (eV): -10.138 / -10.137
Multiplicity: 5
Kohn-Sham gap (spin up / spin down) (Eh): 0.1520 / 0.2389
Expectation value of S²: 6.004
F_max (Eh/bohr): 0.0726
Energy relative to the best compared isomer or geometry (same formula, charge and spin) (kcal per mole): 33.8
HOMO level (spin up / spin down) (eV): -14.3 / -16.6
Total charge: +2

Atomic partial charges in e from the Mulliken method, atoms 1 to 4: H 0.37; O -0.27; O -0.12; O -0.29



This record from the Open Molecules 2025 dataset describes a cluster of 2 separate species, C9H14O in total in a non-equilibrium geometry. The level of theory is ωB97M-V/def2-TZVPD.

Structure (XYZ):
```
24
C9H14O | the Open Molecules 2025 dataset | ωB97M-V/def2-TZVPD
C 2.314 1.703 -1.299
C 2.502 0.226 -1.178
O 3.231 2.505 -0.587
H 2.371 2.062 -2.332
H 1.259 1.964 -1.086
H 2.707 -0.262 -2.155
H 3.201 2.243 0.331
H 1.738 -0.383 -0.711
H 3.484 -0.180 -0.878
C -0.185 0.904 1.443
C -1.819 -1.623 -0.865
C -0.927 -0.640 -0.401
C -2.822 -2.147 -0.038
C -1.110 -0.113 0.861
C -2.954 -1.612 1.237
C -2.061 -0.670 1.722
H -1.657 -1.973 -1.877
H -0.187 -0.282 -1.099
H -3.516 -2.800 -0.549
H -3.772 -1.949 1.868
H 0.641 1.041 0.741
H 0.380 0.610 2.329
H -2.108 -0.441 2.777
H -0.708 1.817 1.745
```

Properties
Lowest unoccupied orbital energy (eV): 0.890
Kohn-Sham gap (Eh): 0.3687
F_max (Eh/bohr): 0.0625
Energy relative to the best compared isomer or geometry (same formula, charge and spin) (kcal per mole): 28.5
HOMO level (eV): -9.1
Total charge: 0

Atomic partial charges in e from the Mulliken method, atoms 1 to 4: C -0.34; C -0.97; O -0.54; H 0.37



This record from the Open Molecules 2025 dataset describes a structure of composition C4H6O2 in a non-equilibrium geometry. The level of theory is ωB97M-V/def2-TZVPD.

Structure (XYZ):
```
12
C4H6O2 | the Open Molecules 2025 dataset | ωB97M-V/def2-TZVPD
C -0.952 -0.222 -0.907
C 0.777 0.030 -0.113
O 1.651 0.043 -0.986
C 0.230 -1.103 0.554
C 0.530 1.287 0.729
O -0.488 1.673 1.249
H -1.502 0.599 -0.436
H -1.528 -1.123 -0.979
H -0.572 0.087 -1.893
H -0.481 -1.003 1.370
H 0.821 -2.035 0.562
H 1.513 1.767 0.850
```

Properties
Lowest unoccupied orbital energy (eV): -0.227
Kohn-Sham gap (Eh): 0.3229
F_max (Eh/bohr): 0.0256
Energy relative to the best compared isomer or geometry (same formula, charge and spin) (kcal per mole): 96.6
HOMO level (eV): -9.0
Total charge: 0

Atomic partial charges in e from the Mulliken method, atoms 1 to 4: C -0.98; C 0.85; O -0.71; C -0.74



This record from the Open Molecules 2025 dataset describes a cluster of 2 separate species, C4H9NO3 in total in a non-equilibrium geometry. The level of theory is ωB97M-V/def2-TZVPD.

Structure (XYZ):
```
17
C4H9NO3 | the Open Molecules 2025 dataset | ωB97M-V/def2-TZVPD
O -1.122 1.845 -1.125
C -0.571 1.250 -0.231
N 0.287 0.149 -0.565
C 1.465 -0.048 0.191
O 2.061 -1.100 0.066
C -0.826 1.457 1.184
C -2.118 0.562 1.480
H 0.444 -0.260 -1.472
H 1.856 0.749 0.827
H -1.085 2.484 1.427
H -0.032 1.141 1.860
H -1.899 -0.438 1.105
H -2.135 0.504 2.564
H -2.989 1.013 1.042
H 0.932 -2.368 -0.731
H 1.640 -3.442 -1.492
O 0.778 -3.242 -1.091
```

Properties
Lowest unoccupied orbital energy (eV): 0.581
Kohn-Sham gap (Eh): 0.4077
F_max (Eh/bohr): 0.0599
Energy relative to the best compared isomer or geometry (same formula, charge and spin) (kcal per mole): 25.4
HOMO level (eV): -10.5
Total charge: 0

Atomic partial charges in e from the Mulliken method, atoms 1 to 4: O -0.56; C 0.37; N -0.10; C 0.02



Repeat the fourth record exactly.
This record from the Open Molecules 2025 dataset describes a cluster of 2 separate species, C9H14O in total in a non-equilibrium geometry. The level of theory is ωB97M-V/def2-TZVPD.

Structure (XYZ):
```
24
C9H14O | the Open Molecules 2025 dataset | ωB97M-V/def2-TZVPD
C 2.314 1.703 -1.299
C 2.502 0.226 -1.178
O 3.231 2.505 -0.587
H 2.371 2.062 -2.332
H 1.259 1.964 -1.086
H 2.707 -0.262 -2.155
H 3.201 2.243 0.331
H 1.738 -0.383 -0.711
H 3.484 -0.180 -0.878
C -0.185 0.904 1.443
C -1.819 -1.623 -0.865
C -0.927 -0.640 -0.401
C -2.822 -2.147 -0.038
C -1.110 -0.113 0.861
C -2.954 -1.612 1.237
C -2.061 -0.670 1.722
H -1.657 -1.973 -1.877
H -0.187 -0.282 -1.099
H -3.516 -2.800 -0.549
H -3.772 -1.949 1.868
H 0.641 1.041 0.741
H 0.380 0.610 2.329
H -2.108 -0.441 2.777
H -0.708 1.817 1.745
```

Properties
Lowest unoccupied orbital energy (eV): 0.890
Kohn-Sham gap (Eh): 0.3687
F_max (Eh/bohr): 0.0625
Energy relative to the best compared isomer or geometry (same formula, charge and spin) (kcal per mole): 28.5
HOMO level (eV): -9.1
Total charge: 0

Atomic partial charges in e from the Mulliken method, atoms 1 to 4: C -0.34; C -0.97; O -0.54; H 0.37



energy relative to the best compared isomer or geometry (same formula, charge and spin) of number 4 (C9H14O)? 28.5 kcal per mole



Number 1 is which compound? C21H39Cl3DyN7O3Si